1.
Entry from the Open Molecules 2025 dataset: one molecule with the formula C4H9NO in a non-equilibrium geometry (ωB97M-V/def2-TZVPD).

ORCA input file:
```
! RIJCOSX wB97M-V def2-TZVPD def2/J DEFGRID3
* xyz 0 1
C 1.239 -1.086 0.386
N 0.466 -0.086 0.489
C 0.659 0.857 1.578
C -0.373 0.449 -0.884
O -0.491 1.690 -0.780
C -1.633 -0.359 -1.235
H 1.597 -1.566 1.284
H 0.395 -0.215 -1.500
H 1.641 -1.400 -0.579
H 1.362 1.599 1.172
H 1.139 0.336 2.407
H -0.245 1.390 1.858
H -2.550 0.194 -1.018
H -1.674 -1.385 -0.854
H -1.530 -0.417 -2.325
*
```

2.
Entry from the Open Molecules 2025 dataset: a 2-piece molecular cluster, C4H9NO overall in a non-equilibrium geometry (ωB97M-V/def2-TZVPD).

ORCA input file:
```
! RIJCOSX wB97M-V def2-TZVPD def2/J DEFGRID3
* xyz 0 1
C 0.564 0.408 -0.533
C -3.134 -1.018 0.128
C 2.938 -0.070 -0.333
C -2.971 0.290 -0.020
N 1.619 0.277 0.148
O 1.608 0.533 1.545
H 0.975 0.317 -1.519
H -2.300 -1.661 0.423
H -4.131 -1.547 -0.081
H 0.783 0.945 1.759
H 3.700 -0.033 0.467
H 2.795 -1.044 -0.699
H 3.196 0.672 -1.204
H -1.987 0.811 0.109
H -3.656 1.120 -0.191
*
```

3.
Entry from the Open Molecules 2025 dataset: one molecule with the formula C4H9NO in a non-equilibrium geometry (ωB97M-V/def2-TZVPD).

ORCA input file:
```
! RIJCOSX wB97M-V def2-TZVPD def2/J DEFGRID3
* xyz 0 1
C -2.327 -0.510 -0.069
C -0.826 -0.301 0.014
O -0.566 1.101 0.293
C 0.716 1.502 0.515
N 1.831 0.915 0.486
C 2.169 -0.295 -0.182
H -2.804 -0.294 0.891
H -2.762 0.146 -0.829
H -2.546 -1.552 -0.341
H -0.396 -0.925 0.806
H -0.358 -0.582 -0.937
H 1.084 2.515 0.438
H 1.888 -0.195 -1.238
H 1.697 -1.190 0.215
H 3.254 -0.390 -0.132
*
```

SMILES: CCO/C=N\C

4.
Entry from the Open Molecules 2025 dataset: one molecule with the formula C4H9NO in a non-equilibrium geometry (ωB97M-V/def2-TZVPD).

ORCA input file:
```
! RIJCOSX wB97M-V def2-TZVPD def2/J DEFGRID3
* xyz 0 1
C -1.256 -0.820 0.309
N -0.321 0.288 0.252
C -0.964 1.484 -0.280
C 0.976 -0.029 -0.342
C 2.030 -0.639 0.542
O 2.846 -1.332 -0.034
H -1.605 -1.124 -0.691
H -2.135 -0.547 0.908
H -0.784 -1.677 0.792
H -1.874 1.712 0.291
H -0.307 2.354 -0.179
H -1.260 1.383 -1.338
H 1.367 0.866 -0.825
H 1.236 -0.803 -1.123
H 2.059 -0.536 1.635
*
```

SMILES: CN(C)CC=O

5.
Entry from the Open Molecules 2025 dataset: C4H9NO as an isolated structure in a non-equilibrium geometry (ωB97M-V/def2-TZVPD).

ORCA input file:
```
! RIJCOSX wB97M-V def2-TZVPD def2/J DEFGRID3
* xyz 0 1
C -1.126 -1.340 0.305
C -0.879 1.081 -0.833
C 1.072 -0.234 0.015
N 2.195 0.336 0.521
C -0.222 0.369 0.336
O 1.110 -1.401 -0.419
H 2.203 1.284 0.852
H 3.070 -0.151 0.415
H -0.214 0.960 1.253
H -1.079 -1.973 -0.572
H -2.112 -0.891 0.299
H -0.852 -1.816 1.237
H -1.945 1.240 -0.646
H -0.799 0.481 -1.740
H -0.422 2.055 -1.021
*
```

6.
Entry from the Open Molecules 2025 dataset: one molecule with the formula C4H9NO (ωB97M-V/def2-TZVPD).

ORCA input file:
```
! RIJCOSX wB97M-V def2-TZVPD def2/J DEFGRID3
* xyz 0 1
C -2.109 0.504 0.151
C -1.237 -0.454 -0.661
N 0.193 -0.183 -0.542
C 1.028 -0.544 0.470
O 0.751 -1.303 1.381
C 2.396 0.146 0.334
H -3.175 0.309 -0.015
H -1.910 1.544 -0.133
H -1.903 0.389 1.219
H -1.425 -1.486 -0.349
H -1.504 -0.393 -1.724
H 0.637 0.521 -1.103
H 2.552 0.766 -0.563
H 3.176 -0.615 0.337
H 2.531 0.799 1.198
*
```

SMILES: CCNC(C)=O

7.
Entry from the Open Molecules 2025 dataset: one molecule with the formula C4H9NO in a non-equilibrium geometry (ωB97M-V/def2-TZVPD).

ORCA input file:
```
! RIJCOSX wB97M-V def2-TZVPD def2/J DEFGRID3
* xyz 0 1
C 1.697 0.675 0.247
N 0.316 0.637 0.223
C -0.160 -0.200 -0.917
C -0.380 -1.669 -0.445
C -0.911 1.133 0.977
O 2.562 0.014 -0.327
H 1.960 1.312 1.146
H -1.005 0.232 -1.408
H 0.646 -0.221 -1.702
H 0.595 -1.892 0.078
H -0.616 -2.246 -1.361
H -1.354 -1.714 0.009
H -0.808 0.682 1.930
H -1.791 0.955 0.385
H -0.751 2.301 1.165
*
```

SMILES: CCN(C)C=O

8.
Entry from the Open Molecules 2025 dataset: one molecule with the formula C4H9NO (ωB97M-V/def2-TZVPD).

ORCA input file:
```
! RIJCOSX wB97M-V def2-TZVPD def2/J DEFGRID3
* xyz 0 1
C -0.520 -2.070 -0.941
C -0.628 -0.572 -1.267
N 0.031 0.379 -0.376
C -0.015 0.173 0.867
O 0.493 1.011 1.784
C 1.027 2.231 1.284
H -0.646 -2.298 0.123
H -1.307 -2.611 -1.481
H 0.447 -2.471 -1.261
H -1.686 -0.289 -1.343
H -0.208 -0.418 -2.266
H -0.467 -0.686 1.371
H 1.430 2.752 2.154
H 0.237 2.824 0.809
H 1.811 2.045 0.545
*
```

SMILES: CC/N=C/OC

9.
Entry from the Open Molecules 2025 dataset: one molecule with the formula C4H9NO (ωB97M-V/def2-TZVPD).

ORCA input file:
```
! RIJCOSX wB97M-V def2-TZVPD def2/J DEFGRID3
* xyz 0 1
C -1.677 0.576 0.362
C -0.863 -0.160 -0.670
N 0.317 0.525 -1.189
C 0.498 -0.710 -0.425
C 1.265 -0.517 0.882
O 2.199 0.530 0.778
H -2.314 -0.115 0.926
H -1.034 1.113 1.066
H -2.322 1.314 -0.127
H -1.459 -0.712 -1.398
H 0.445 0.377 -2.185
H 0.761 -1.600 -0.997
H 1.818 -1.433 1.117
H 0.564 -0.342 1.713
H 1.802 1.154 0.147
*
```

SMILES: C[C@H]1N[C@H]1CO

10.
Entry from the Open Molecules 2025 dataset: a 2-piece molecular cluster, C4H9NO overall (ωB97M-V/def2-TZVPD).

ORCA input file:
```
! RIJCOSX wB97M-V def2-TZVPD def2/J DEFGRID3
* xyz 0 1
C 1.212 -2.035 0.930
C 1.768 0.257 -0.661
O 1.162 0.977 0.271
C -0.223 1.149 0.139
N -0.810 1.012 -0.949
C -2.239 1.211 -1.009
H 1.585 -1.325 1.675
H 0.236 -2.412 1.242
H 1.921 -2.857 0.819
H 2.814 0.239 -0.273
H 1.094 -1.542 -0.044
H -0.643 1.422 1.113
H -2.706 0.285 -1.357
H -2.441 1.979 -1.761
H -2.701 1.510 -0.055
*
```

11.
Entry from the Open Molecules 2025 dataset: one molecule with the formula C4H9NO (ωB97M-V/def2-TZVPD).

ORCA input file:
```
! RIJCOSX wB97M-V def2-TZVPD def2/J DEFGRID3
* xyz 0 1
C -2.324 -0.232 -0.437
N -0.369 0.791 0.523
C -0.818 -0.053 -0.580
C 0.775 0.654 1.045
C 1.911 -0.262 0.620
O 2.122 -0.292 -0.777
H -2.757 -0.754 -1.297
H -2.556 -0.804 0.468
H -2.800 0.749 -0.341
H -0.301 -1.021 -0.624
H -0.591 0.460 -1.525
H 0.990 1.297 1.907
H 1.698 -1.297 0.917
H 2.821 0.046 1.156
H 2.192 0.622 -1.080
*
```

SMILES: CC/N=C\CO

12.
Entry from the Open Molecules 2025 dataset: a 2-piece molecular cluster, C4H9NO overall in a non-equilibrium geometry (ωB97M-V/def2-TZVPD).

ORCA input file:
```
! RIJCOSX wB97M-V def2-TZVPD def2/J DEFGRID3
* xyz 0 1
C 0.594 -0.568 -1.682
C 1.120 0.238 -0.500
C 0.214 -0.027 1.666
N -1.152 -0.110 1.358
C -1.537 0.627 0.295
O -0.777 1.464 -0.168
H 1.438 -0.821 -2.347
H 0.153 -1.519 -1.369
H -0.140 -0.045 -2.311
H 1.344 1.269 -0.812
H 1.950 -0.212 -0.004
H 0.546 0.978 1.898
H 0.439 -0.719 2.506
H -1.698 -0.916 1.631
H -2.494 0.361 -0.163
*
```

13.
Entry from the Open Molecules 2025 dataset: C4H9NO as an isolated structure in a non-equilibrium geometry (ωB97M-V/def2-TZVPD).

ORCA input file:
```
! RIJCOSX wB97M-V def2-TZVPD def2/J DEFGRID3
* xyz 0 1
C 2.175 -0.450 -0.187
C 0.905 0.137 0.274
C -1.487 -0.526 -0.032
C -1.962 0.959 -0.149
H 2.068 -0.554 -1.329
H 3.010 0.258 -0.116
H 2.444 -1.478 0.291
H 0.715 1.344 -0.275
H 0.923 0.425 1.431
H -0.150 -1.891 0.231
H -1.475 1.410 -0.971
H -1.636 1.414 0.948
H -2.950 1.141 -0.086
N -0.217 -0.794 -0.013
O -2.361 -1.394 -0.018
*
```

14.
Entry from the Open Molecules 2025 dataset: one molecule with the formula C4H9NO in a non-equilibrium geometry (ωB97M-V/def2-TZVPD).

ORCA input file:
```
! RIJCOSX wB97M-V def2-TZVPD def2/J DEFGRID3
* xyz 0 1
C 1.594 0.731 -0.901
N 0.404 0.623 -0.084
C -0.784 0.049 -0.736
C -1.050 -0.838 0.501
O -2.019 -0.381 1.441
C 0.335 -0.394 0.991
H 1.446 1.507 -1.664
H 2.454 1.034 -0.294
H 1.861 -0.206 -1.430
H -0.529 -0.519 -1.647
H -1.579 0.765 -0.980
H -1.292 -1.892 0.340
H -2.075 0.586 1.425
H 0.045 0.017 1.963
H 1.189 -1.081 1.077
*
```

SMILES: CN1CC(O)C1

15.
Entry from the Open Molecules 2025 dataset: one molecule with the formula C4H9NO (ωB97M-V/def2-TZVPD).

ORCA input file:
```
! RIJCOSX wB97M-V def2-TZVPD def2/J DEFGRID3
* xyz 0 1
C 2.362 -0.045 -0.686
C 1.099 0.431 -0.054
N -0.045 0.472 -0.738
C -1.292 0.414 -0.258
C -1.525 -0.127 1.105
O -2.736 -0.864 1.163
H 2.578 -1.094 -0.432
H 2.304 0.005 -1.782
H 3.225 0.549 -0.365
H 1.039 0.639 1.005
H 0.048 0.520 -1.752
H -2.106 0.727 -0.899
H -1.607 0.617 1.909
H -0.643 -0.754 1.358
H -2.702 -1.488 0.426
*
```

16.
Entry from the Open Molecules 2025 dataset: a 2-piece molecular cluster, C4H9NO overall (ωB97M-V/def2-TZVPD).

ORCA input file:
```
! RIJCOSX wB97M-V def2-TZVPD def2/J DEFGRID3
* xyz 0 1
C 0.279 2.333 -1.018
O 1.417 1.514 -0.896
C 0.323 -1.315 0.101
N -0.292 -0.469 0.739
C -1.449 -0.822 1.556
C 1.065 -2.138 -0.596
H -0.442 1.945 -1.754
H 0.616 3.317 -1.355
H -0.248 2.454 -0.061
H -1.807 -1.839 1.359
H -1.163 -0.739 2.608
H -2.252 -0.107 1.366
H 1.912 -2.624 -0.126
H 0.854 -2.321 -1.643
H 1.184 0.810 -0.280
*
```

SMILES: C=C=NC.CO

Asked for Kohn-Sham gap across the records above, the calculation gives 0.278 0.359 0.362 0.363 0.366 0.387 0.374 0.394 0.401 0.332 0.373 0.317 0.374 0.356 0.278 0.373 Eh in order.
Asked for calculated total energy across the records above, the calculation gives -7828.25379 -7826.23963 -7829.64356 -7830.01390 -7830.09404 -7831.99054 -7830.07349 -7830.73167 -7830.36585 -7827.34781 -7830.48223 -7828.03796 -7829.93948 -7829.87598 -7829.05146 -7829.49130 eV in order.
Asked for energy relative to the best compared isomer or geometry (same formula, charge and spin) across the records above, the calculation gives 392.3 586.7 258.2 222.5 214.8 31.8 216.8 153.2 188.5 479.7 177.3 413.1 229.7 235.8 315.4 272.9 kJ/mol in order.